# 1
An isolated molecule of C4H5NO. Source: OMol25; level of theory: ωB97M-V with the def2-TZVPD basis set.

Last column: natural (NBO) charge in e.
Atoms and positions in Å:
N 1.162 1.033 0.789  -0.82
C -0.763 -0.786 -0.214  0.13
H -1.543 0.854 -1.225  0.25
C -0.647 -2.071 -0.029  -0.49
H -0.162 -2.615 -0.833  0.23
H -1.027 -2.624 0.825  0.23
C 0.284 1.457 -0.165  0.65
O 0.319 2.571 -0.654  -0.60
H 1.217 0.064 1.060  0.40
C -0.771 0.473 -0.563  -0.39
H 1.932 1.644 1.009  0.40

SMILES = C=C=CC(N)=O
energy above the lowest of the compared OMol25 structures with the same formula, charge and spin = 104.8 kJ/mol
HOMO energy = -9.83 eV
Kohn-Sham gap = 0.38921 Ha
LUMO level = 0.8 eV

---

# 2
A cluster of 9 separate species, C59H65F8N3O3P in total in a non-equilibrium geometry. Source: OMol25; level of theory: ωB97M-V with the def2-TZVPD basis set.

Last column: Mulliken charge in e.
Atoms and positions in Å:
O -2.250 1.416 0.769  -0.51
C -6.989 -13.182 -3.129  -0.34
H -8.876 -10.001 -4.243  0.35
C -5.815 9.595 -3.474  -0.58
H 5.633 2.294 5.324  0.41
F -0.073 -6.548 0.252  -0.24
C -1.492 -2.500 0.796  -0.59
C -3.731 -11.265 1.371  -0.68
C -4.637 11.621 -1.974  -0.40
H -8.469 -10.428 -1.824  0.41
H 13.203 3.324 3.842  0.37
C -2.794 -3.563 -4.165  -0.59
H -6.250 8.794 -4.057  0.41
C -0.787 4.369 1.179  -0.85
H 4.508 4.913 -1.374  0.51
H -5.068 -12.835 0.777  0.37
F -0.688 -3.327 4.728  -0.33
C 0.831 5.599 -0.321  -0.38
C -0.528 -3.943 2.465  -0.72
C 12.291 3.799 4.179  -0.58
C -7.223 -12.946 -4.476  -0.35
H 1.404 5.262 0.546  0.39
H 0.331 -5.792 -2.181  0.45
H -0.271 2.439 1.902  0.61
H -0.658 2.572 -1.624  0.30
C -4.213 -12.234 0.500  -0.34
H 0.526 2.856 0.371  -0.63
H -6.461 -14.064 -2.792  0.44
C -0.412 2.908 0.931  0.50
H -6.414 12.746 -2.388  0.38
F 3.376 6.881 4.456  -0.41
C 0.499 -7.320 -0.703  0.75
C 11.063 3.208 3.918  -0.40
H -1.493 6.921 0.795  0.48
H -2.432 -0.714 1.528  0.54
H -8.080 -11.623 -5.930  0.37
P 1.105 7.786 1.371  -0.04
C -5.892 11.810 -2.533  -0.58
N -1.548 2.244 -1.250  -0.44
O 0.095 7.852 -1.163  -0.40
H 2.151 8.725 1.352  0.16
H -1.152 -10.107 -0.514  0.26
H 11.206 6.552 5.850  0.42
C -0.953 -3.056 3.433  0.48
H -0.076 -2.320 -2.566  0.46
H -0.852 4.594 -0.853  0.23
H 1.781 -10.398 -1.125  0.39
H -4.175 12.411 -1.396  0.35
C -7.448 -12.263 -2.207  0.40
H 2.171 4.603 4.262  0.55
C 1.246 -7.592 -2.942  -0.36
C 1.651 -8.886 -2.642  -0.68
C 9.979 5.004 5.039  0.55
H 5.850 6.577 5.155  0.47
F -3.917 8.255 -3.088  -0.29
F -7.224 -12.488 -0.896  -0.31
C 3.826 3.306 4.769  -0.33
H 4.001 1.787 0.977  0.41
H -2.257 -9.738 1.685  0.38
C -0.807 -3.661 1.135  -0.22
C 3.970 5.677 4.687  0.48
C -1.903 -1.619 1.788  -0.36
C -2.011 -10.691 -0.215  -0.14
C -3.211 -1.314 -3.411  -0.57
N -0.607 5.198 -0.063  0.42
H -1.709 -2.283 -0.242  0.47
H 2.003 7.315 -0.793  0.92
C -1.537 6.365 -0.140  -0.84
H -2.559 6.008 -0.271  0.52
C -1.527 -3.475 -3.624  0.45
C 0.894 -8.600 -0.375  -0.84
H -1.081 6.521 -2.221  0.27
F -0.704 -4.541 -3.717  -0.31
H 11.015 2.274 3.375  0.35
H 2.102 -9.503 -3.407  0.38
C -1.075 -2.340 -2.982  -0.51
C -8.126 -11.120 -2.581  -0.49
C 3.214 4.531 4.540  -0.53
H -0.061 8.570 1.465  0.07
C 1.014 7.117 -0.372  -0.53
H -1.954 -1.232 3.915  0.46
H 0.007 -4.839 2.750  0.46
H 6.931 4.384 5.581  0.52
F -1.916 -11.848 -2.258  -0.31
C -1.930 -1.251 -2.880  -0.15
C 1.473 -9.388 -1.360  -0.32
H 3.250 2.495 -1.649  0.37
C -6.479 10.797 -3.280  -0.33
H -3.876 -0.466 -3.323  0.39
C -3.640 -2.469 -4.052  -0.38
H 3.254 2.394 4.662  0.44
H 2.724 6.009 -2.282  0.28
H -6.875 -13.658 -5.211  0.36
C -3.605 -12.434 -0.731  -0.54
C -2.514 -11.657 -1.063  0.35
H 0.748 -8.969 0.632  0.52
C 9.890 3.811 4.352  -0.33
C -1.486 2.130 0.189  0.04
H -2.983 10.256 -1.730  0.38
C 11.185 5.615 5.309  -0.54
C 5.895 4.422 5.284  -0.26
C -1.637 -1.898 3.122  -0.72
H 8.922 3.366 4.162  0.43
H 3.482 5.002 0.025  0.31
H -1.600 -0.352 -2.376  0.37
C 3.230 2.419 0.539  -0.87
N 1.190 6.624 2.422  -0.46
H -1.849 4.424 1.432  0.63
H -0.488 -4.349 0.371  0.53
H 13.306 5.460 5.082  0.36
C 0.661 -6.796 -1.968  -0.42
O 1.140 4.901 -1.488  -0.42
H 2.365 1.772 0.394  0.18
C 12.350 4.999 4.874  -0.34
H -4.211 -11.111 2.327  0.38
F 8.838 5.598 5.465  -0.27
C -3.964 10.421 -2.156  -0.35
H -3.106 -4.474 -4.658  0.44
C -4.570 9.434 -2.904  0.64
H -2.257 2.916 -1.536  0.25
C -8.349 -10.893 -3.931  -0.29
C 3.572 4.531 -0.957  -0.56
C 2.502 4.995 -1.937  -0.74
C 5.297 5.653 5.053  -0.61
H 4.783 2.775 -0.892  0.42
H 3.005 3.198 1.269  0.10
H 2.540 4.364 -2.824  0.54
C -1.138 7.191 -1.352  -0.30
C 3.721 3.001 -0.805  -0.54
H 2.031 6.683 2.990  0.18
H -0.209 4.819 1.984  0.27
H -7.458 10.943 -3.715  0.36
C -7.901 -11.803 -4.879  -0.53
H -1.935 7.904 -1.557  0.20
C -2.633 -10.496 1.011  -0.22
H -3.968 -13.177 -1.428  0.46
C 5.162 3.251 5.141  -0.80
H -4.639 -2.523 -4.463  0.37
H 1.383 -7.197 -3.940  0.40

charge = +1
HOMO energy = -9.93 eV
Kohn-Sham gap = 0.27377 Ha
LUMO level = -2.5 eV